1.
C34H32F6N6O4 | ωB97M-V with the def2-TZVPD basis set

As for the spin multiplicity: 1. As for the total charge: 0. The value obtained for the orbital gap is 0.35051 Ha. The max |F| comes out at 1.0 eV Å⁻¹. Its LUMO energy is 0.0124 Ha.

Structure (XYZ):
```
82
Properties=species:S:1:pos:R:3:mulliken_charge:R:1
O -0.5577 -1.8433 -2.3922 -0.549
C -0.6265 -0.6565 -2.5516 -0.295
N 0.4800 0.2247 -2.5713 -0.214
C -0.0724 1.4879 -2.0389 -0.874
C -1.4568 1.5993 -2.6674 -0.997
C -1.9498 0.1414 -2.6927 1.065
C -2.7734 -0.1469 -1.4548 -0.187
O -2.3105 -0.1353 -0.3494 -0.567
C -4.2954 -0.4563 -1.6029 0.886
F -4.6319 -1.4349 -0.7355 -0.298
F -4.5523 -0.8811 -2.8678 -0.320
C -5.1332 0.8131 -1.2794 0.441
F -4.9889 1.0295 0.0486 -0.308
F -4.5968 1.8672 -1.9524 -0.299
C -6.6691 0.8034 -1.5500 0.914
F -7.1565 1.8781 -0.8971 -0.271
F -7.2053 -0.3141 -1.0028 -0.274
C -7.1284 0.9486 -3.0243 0.150
O -7.6206 1.9600 -3.4146 -0.491
O -6.9618 -0.1500 -3.7504 -0.404
H 0.8247 0.3867 -3.5130 0.352
H 0.5542 2.3548 -2.2467 0.590
H -0.0952 1.3769 -0.9531 0.223
H -1.2716 1.8853 -3.7080 0.285
H -2.1118 2.3498 -2.2342 0.429
H -2.4992 -0.1079 -3.5950 0.697
H -7.1147 0.1017 -4.6759 0.354
C -1.6089 7.4032 -0.8092 -0.125
C -0.8887 6.3355 -0.2990 -0.781
C -1.1180 5.0746 -0.8274 -0.009
N -1.9951 4.8307 -1.7992 -0.194
C -2.6813 5.8664 -2.2778 -0.190
C -2.5255 7.1658 -1.8207 -0.603
H -1.4594 8.4034 -0.4239 0.376
H -0.1651 6.4730 0.4924 0.379
H -0.5748 4.2127 -0.4532 0.366
H -3.3915 5.6394 -3.0654 0.384
H -3.1100 7.9690 -2.2475 0.365
C -0.8668 -5.7677 -5.7942 -0.401
C -0.8622 -4.7694 -4.8342 -0.392
C 0.3316 -4.1163 -4.5606 -0.378
N 1.4804 -4.4007 -5.1751 -0.530
C 1.4599 -5.3635 -6.0940 -0.219
C 0.3201 -6.0735 -6.4404 -0.327
H -1.7787 -6.2997 -6.0343 0.373
H -1.7632 -4.4976 -4.3012 0.402
H 0.3703 -3.3305 -3.8167 0.768
H 2.4084 -5.5754 -6.5760 0.370
H 0.3646 -6.8454 -7.1967 0.355
C 3.4885 -1.3861 2.1935 0.158
C 3.6836 -0.1263 1.6467 -0.796
C 2.8662 0.2763 0.6019 -0.305
N 1.8967 -0.4776 0.0908 -0.132
C 1.7218 -1.6865 0.6193 -0.175
C 2.4871 -2.1849 1.6650 -0.758
H 4.0974 -1.7418 3.0163 0.453
H 4.4519 0.5348 2.0264 0.488
H 2.9872 1.2581 0.1532 0.371
H 0.9278 -2.2795 0.1772 0.358
H 2.2977 -3.1743 2.0586 0.407
C 6.7316 -3.9806 6.8719 -0.107
C 6.9296 -2.7225 6.3273 -0.679
C 6.1193 -2.3257 5.2749 -0.020
N 5.1600 -3.0878 4.7541 -0.292
C 4.9824 -4.2945 5.2877 -0.185
C 5.7363 -4.7856 6.3423 -0.639
H 7.3423 -4.3277 7.6952 0.378
H 7.6944 -2.0600 6.7082 0.343
H 6.2422 -1.3466 4.8238 0.368
H 4.1960 -4.8954 4.8446 0.373
H 5.5458 -5.7743 6.7361 0.352
C 0.2153 1.4221 4.5874 -0.595
C 0.0240 2.4778 5.4643 -0.283
C 1.1217 3.2477 5.8196 -0.317
N 2.3541 3.0289 5.3668 -0.555
C 2.5201 2.0097 4.5261 -0.183
C 1.4916 1.1808 4.1051 0.211
H -0.6153 0.7982 4.2828 0.428
H -0.9545 2.7028 5.8661 0.375
H 1.0118 4.0835 6.5021 0.350
H 3.5334 1.8511 4.1728 0.357
H 1.6871 0.3694 3.4191 0.226
```

***

2.
C34H32N2O2S | ωB97M-V with the def2-TZVPD basis set

As for the spin multiplicity: 1. As for the total charge: 0. The value obtained for the orbital gap is 0.12683 Ha. The max |F| comes out at 2.5 eV Å⁻¹. Its LUMO energy is -0.0877 Ha.

Structure (XYZ):
```
71
Properties=species:S:1:pos:R:3:mulliken_charge:R:1
C -3.9320 3.4307 2.9269 -0.473
C -2.8335 4.0223 3.5605 -0.652
C -1.5745 3.4171 3.4988 -0.167
C -1.4026 2.2149 2.8130 -0.444
S 0.1704 1.3017 2.8687 1.103
C 1.0597 1.6042 1.3931 -0.876
C 2.4900 1.6654 1.3196 1.070
C 3.0768 2.3886 0.2291 -0.571
C 4.4448 2.3652 -0.0317 -0.595
C 5.3179 1.6394 0.7980 0.375
C 6.7279 1.4985 0.5110 0.006
N 7.8672 1.2953 0.3135 -0.589
C 4.7779 1.0305 1.9426 -0.731
C 3.4273 1.0669 2.2392 -0.535
O 0.9014 1.8666 3.9897 -0.731
O -0.2977 -0.0752 2.8796 -0.531
C -2.4958 1.6491 2.1504 0.042
C -3.7638 2.2183 2.2484 -0.543
H -4.9119 3.9174 2.9446 0.360
H -2.9555 4.9556 4.1123 0.363
H -0.7266 3.8762 3.9899 0.463
H 0.4285 2.1080 0.6783 0.431
H 2.3883 2.9814 -0.3765 0.350
H 4.8636 2.9451 -0.8587 0.462
H 5.4649 0.5493 2.6465 0.403
H 3.0769 0.6656 3.1851 0.440
H -2.3494 0.7502 1.5644 0.333
H -4.6219 1.7124 1.7967 0.380
C -0.8692 -4.8535 -0.6608 -1.559
C -1.2103 -3.9645 0.5356 2.083
C -2.3219 -4.6531 1.3451 -1.999
C -0.0263 -3.7229 1.4695 -1.479
C -1.6530 -2.6442 -0.0331 -0.507
N -2.9433 -2.2792 0.0473 0.194
C -3.1347 -1.0302 -0.5324 -0.461
C -1.8951 -0.5880 -1.0276 0.089
C -1.8291 0.7132 -1.5401 0.141
C -3.0052 1.4703 -1.6282 -1.096
C -4.2083 1.0219 -1.0689 -0.473
C -4.2807 -0.2591 -0.5032 -0.875
C -0.8980 -1.6264 -0.7047 0.990
C 0.4877 -1.5768 -0.9431 0.542
C 1.1130 -0.8716 -2.0280 0.119
C 0.4673 -0.6629 -3.2771 -0.481
C 1.0503 0.1122 -4.2702 -0.664
C 2.2820 0.7407 -4.0494 1.150
C 2.8453 1.6679 -5.0851 -1.525
C 2.9932 0.4489 -2.8736 -0.886
C 2.4501 -0.3900 -1.9105 -0.540
H -0.1205 -4.3862 -1.3100 0.311
H -0.4869 -5.8304 -0.3372 0.442
H -1.7806 -5.0229 -1.2513 0.371
H -2.6351 -4.0497 2.2072 0.383
H -3.2032 -4.8823 0.7344 0.413
H -1.9395 -5.6123 1.7290 0.428
H -0.2929 -2.9468 2.2002 0.377
H 0.2504 -4.6427 2.0062 0.457
H 0.8559 -3.3889 0.9248 0.339
H -3.6980 -2.8302 0.4463 0.275
H -0.8699 1.1106 -1.8692 0.542
H -2.9963 2.4379 -2.1327 0.389
H -5.0796 1.6795 -1.0561 0.394
H -5.1780 -0.6614 -0.0336 0.419
H 1.1448 -2.2291 -0.3820 -0.023
H -0.5130 -1.1183 -3.4420 0.426
H 0.5570 0.2384 -5.2379 0.410
H 3.8621 1.9698 -4.8204 0.360
H 2.8745 1.2281 -6.0903 0.363
H 2.2379 2.5762 -5.1603 0.318
H 3.9875 0.8778 -2.7294 0.345
H 2.9914 -0.6306 -0.9899 0.355
```

***

3.
C34H33BrCrN9OS3 | ωB97M-V with the def2-TZVPD basis set

The expectation value of S² is 0.777. As for the spin multiplicity: 2. As for the total charge: 0. The value obtained for the orbital gap (alpha / beta) is 0.21231 / 0.21240 Ha. The max |F| comes out at 0.7 eV Å⁻¹. Its LUMO energy (alpha / beta) is -0.0301 / -0.0288 Ha.

Structure (XYZ):
```
82
Properties=species:S:1:pos:R:3:lowdin_spin:R:1
Cr 0.4407 0.0813 0.1574 1.058
Br -5.1638 1.4477 5.2557 0.000
C -4.0848 0.9821 3.7704 0.000
C -2.9928 0.1499 3.9556 0.000
C -2.1958 -0.1868 2.8746 0.000
C -2.5134 0.2871 1.6086 0.000
C -3.5973 1.1427 1.4412 0.000
C -4.3902 1.4938 2.5225 0.000
N -1.7185 -0.0495 0.4707 -0.004
C -2.3339 -0.4127 -0.5755 0.001
C -1.6161 -0.5761 -1.8477 0.001
C -2.2793 -0.9932 -2.9857 -0.001
C -1.5736 -1.0875 -4.1764 0.002
C -0.2352 -0.7519 -4.1812 0.000
C 0.3573 -0.3450 -2.9929 0.002
N -0.3123 -0.2595 -1.8493 -0.001
H -2.7556 -0.2258 4.9411 0.000
H -1.3411 -0.8314 3.0044 0.000
H -3.7847 1.5791 0.4679 0.000
H -5.2239 2.1701 2.3970 0.000
H -3.4120 -0.5753 -0.5754 0.000
H -3.3311 -1.2418 -2.9339 0.000
H -2.0660 -1.4170 -5.0816 0.000
H 0.3581 -0.8076 -5.0828 0.000
H 1.4027 -0.0754 -2.9563 0.000
C -0.3505 4.9935 0.2242 -0.002
C 0.3478 3.6890 0.5639 -0.002
S -0.3401 2.3357 -0.3459 -0.005
C 1.3562 3.6757 1.4449 0.007
C 1.8797 4.9283 2.1026 0.001
S 2.2400 2.2540 2.0259 0.002
H -1.2020 4.8103 -0.4276 0.000
H 0.3202 5.6857 -0.2913 0.000
H -0.7141 5.4929 1.1244 0.000
H 1.6414 5.8252 1.5337 0.000
H 2.9661 4.8772 2.2083 0.000
H 1.4703 5.0369 3.1105 0.000
S 0.8294 0.7819 2.2976 -0.012
C 0.1370 -3.0611 2.3048 0.001
N 0.3909 -3.7736 3.2824 0.002
N -0.3577 -4.9743 3.4777 0.000
C -1.3783 -5.2801 2.5571 0.000
C -1.4010 -6.5086 1.9026 0.000
C -2.4270 -6.8140 1.0201 0.000
C -3.4296 -5.8899 0.7619 0.000
C -3.4088 -4.6651 1.4180 0.000
C -2.4010 -4.3612 2.3190 0.000
N -0.1590 -2.1868 1.5137 -0.002
N 0.3875 -1.8549 0.2916 -0.037
C 0.6372 -2.9158 -0.5883 -0.001
C 1.6187 -2.7765 -1.5750 -0.005
C 1.8479 -3.7838 -2.4974 0.001
C 1.1143 -4.9623 -2.4594 -0.005
C 0.1465 -5.1124 -1.4758 0.001
C -0.0950 -4.1079 -0.5528 -0.005
H 0.3163 -5.7180 3.5853 0.000
H -0.6006 -7.2194 2.0754 0.000
H -2.4312 -7.7746 0.5205 0.000
H -4.2222 -6.1238 0.0636 0.000
H -4.1934 -3.9398 1.2410 0.000
H -2.4081 -3.4124 2.8406 0.000
H 2.2219 -1.8797 -1.5869 0.000
H 2.6226 -3.6518 -3.2435 0.000
H 1.2996 -5.7507 -3.1768 0.000
H -0.4412 -6.0211 -1.4221 0.000
H -0.8747 -4.2454 0.1837 0.000
C 5.5865 -1.1693 1.3751 0.000
N 4.7727 -0.3717 0.4644 -0.001
C 5.3094 0.6150 -0.2739 0.001
C 4.5442 1.3791 -1.0721 0.000
C 3.1359 1.1454 -1.0597 0.002
N 2.5722 0.1686 -0.3439 -0.001
C 3.3862 -0.6397 0.4545 0.000
O 2.9848 -1.5472 1.1398 0.003
N 2.3687 1.9294 -1.8342 0.001
H 6.6300 -1.0738 1.0839 0.000
H 5.2745 -2.2073 1.3170 0.000
H 5.4535 -0.8278 2.4011 0.000
H 6.3796 0.7508 -0.1884 0.000
H 4.9673 2.1751 -1.6640 0.000
H 2.8159 2.7526 -2.2030 0.000
H 1.3841 2.0626 -1.5490 0.000
```

***

> What is the total charge in the third record?

0

***

> Among the records above, which one has the highest max |F|?

C34H32N2O2S